Entry 1:
The following is a DFT calculation (the ωB97M-V functional and the def2-TZVPD basis) of a structure of composition C32H37BaI2N3O6Sb2.

```
83
Properties=species:S:1:pos:R:3:forces:R:3
Ba -1.367 0.890 0.201 -0.1 0.0 0.1
I 0.335 1.373 -4.975 0.0 0.0 -0.1
I 4.394 5.237 -2.913 0.0 0.0 0.0
Sb -4.126 -1.735 0.656 0.0 0.1 0.0
Sb -1.027 -2.202 -1.731 0.0 0.0 0.0
O 2.180 0.964 3.967 0.0 0.0 0.0
O 2.956 -1.793 3.464 0.1 0.0 0.0
O -0.801 1.887 -2.057 0.1 0.1 0.0
O 0.541 -3.297 2.649 0.0 0.0 0.0
O -1.381 -1.247 1.819 0.1 0.0 0.1
O -0.423 1.321 2.617 0.0 0.0 0.0
N 4.458 -0.266 0.337 0.0 0.0 0.0
N 2.116 0.349 -0.357 0.1 -0.1 0.1
N 0.185 3.279 0.039 0.0 0.0 -0.1
C 3.623 -1.514 0.310 0.0 0.1 0.0
C -3.425 -3.697 1.220 0.0 -0.1 0.0
C -2.262 -4.843 -0.729 0.0 -0.1 -0.1
C -2.313 -5.783 -1.761 0.0 0.0 0.0
C 0.529 -2.801 -3.091 0.0 0.0 0.0
C -3.444 -6.539 -2.008 0.0 0.0 0.0
C 1.749 4.809 0.985 0.0 0.0 -0.1
C 0.245 2.593 -2.252 -0.1 0.0 0.2
C -1.021 -4.035 -0.555 0.1 0.1 0.0
C 3.024 0.559 -1.485 0.0 0.1 0.0
C -6.083 -2.372 0.045 0.0 0.0 0.0
C 2.621 4.170 -2.597 0.0 0.0 0.1
C 1.814 -1.369 3.426 -0.2 0.1 0.0
C 2.405 4.924 -0.208 0.0 0.0 0.1
C 0.643 3.945 1.073 0.0 0.0 0.0
C 2.124 3.401 -3.615 0.0 0.0 0.0
C -4.521 -5.453 -0.169 0.0 0.0 0.0
C -3.389 -4.676 0.089 -0.1 0.0 0.0
C -2.645 -2.666 -3.046 0.0 0.0 0.0
C 0.970 2.625 -3.442 0.0 0.0 -0.1
C 1.426 0.074 3.599 0.1 0.0 -0.1
C -0.366 -1.070 2.565 -0.1 0.1 -0.1
C 2.175 -1.067 0.014 0.0 0.0 0.0
C -4.562 -6.370 -1.204 0.0 0.0 0.0
C 3.886 0.696 1.345 0.0 0.0 0.0
C 2.562 1.207 0.752 0.0 0.0 0.0
C 0.804 3.399 -1.168 0.0 -0.1 0.1
C -4.666 -1.157 2.644 0.0 0.0 0.0
C 4.490 0.364 -1.026 0.0 0.0 0.0
C 1.965 4.191 -1.334 0.0 0.0 -0.1
C 0.606 -2.110 2.921 0.1 0.0 0.0
C 0.115 0.223 2.962 -0.1 -0.1 0.0
H 1.807 1.271 1.529 0.0 0.0 0.0
H -5.455 -6.959 -1.373 0.0 0.0 0.0
H 0.706 -2.013 -3.824 0.0 0.0 0.0
H -4.129 -4.034 1.983 0.0 0.0 0.0
H 3.272 5.566 -0.300 0.0 0.0 0.0
H 1.455 -2.999 -2.549 0.0 0.0 0.0
H -5.388 -5.337 0.472 0.0 0.0 0.0
H -0.154 -4.593 -0.910 0.0 0.0 0.0
H 2.899 1.567 -1.876 0.0 0.0 0.0
H 5.403 -0.514 0.618 0.0 0.0 0.0
H -2.445 -3.595 -3.576 0.0 0.0 0.0
H 5.054 -0.293 -1.686 0.0 0.0 0.0
H -6.010 -2.992 -0.849 0.0 0.0 0.0
H -2.458 -3.537 1.693 0.0 0.0 0.0
H -5.200 -1.972 3.130 0.0 0.0 0.0
H 1.550 -1.234 0.887 0.0 0.0 0.0
H 0.228 -3.713 -3.607 0.0 0.0 0.0
H -1.433 -5.922 -2.381 0.0 0.0 0.0
H 0.154 3.769 2.024 0.0 0.0 0.0
H 1.767 -1.655 -0.805 0.0 0.0 0.0
H 2.690 2.210 0.346 0.0 0.0 0.0
H 3.706 -1.991 1.286 0.0 0.0 0.0
H -6.706 -1.507 -0.182 0.0 0.0 0.0
H 2.764 -0.142 -2.279 0.0 0.0 0.0
H 2.076 5.354 1.860 0.0 0.0 0.0
H -5.306 -0.275 2.621 0.0 0.0 0.0
H 5.023 1.308 -0.926 0.0 0.0 0.0
H -3.564 -2.781 -2.473 0.0 0.0 0.0
H -0.834 -3.738 0.477 0.0 0.0 0.0
H -2.766 -1.846 -3.753 0.0 0.0 0.0
H -3.450 -7.261 -2.815 0.0 0.0 0.0
H 4.038 -2.157 -0.465 0.0 0.0 0.0
H -3.757 -0.932 3.200 0.0 0.0 0.0
H -6.552 -2.951 0.841 0.0 0.0 0.0
H 2.638 3.375 -4.567 0.0 0.0 0.0
H 4.612 1.495 1.484 0.0 0.0 0.0
H 3.759 0.152 2.280 0.0 0.0 0.0
```
Forces are in eV/Å.

The calculation puts the energy above the lowest of the compared OMol25 structures with the same formula, charge and spin at 0.0 kcal per mole. The spin multiplicity is 1. The LUMO energy comes out at -0.4171 eV.

Atomic partial charges in e from the Löwdin method, atoms 1 to 6: Ba 1.744; I 0.908; I 0.886; Sb 1.291; Sb 1.263; O 0.068

=====

Entry 2:
The following is a DFT calculation (the ωB97M-V functional and the def2-TZVPD basis) of a structure of composition C32H37ClLaN5O6S6Sb at a distorted geometry.

```
89
Properties=species:S:1:pos:R:3:forces:R:3
La -0.259 -0.639 0.247 0.8 1.5 -1.2
Sb 2.733 -1.889 -0.828 -0.1 -0.9 -0.2
Cl -2.632 0.748 1.616 -2.3 1.9 1.1
S -2.893 -3.424 3.014 0.1 0.4 0.6
S 1.804 -2.182 1.399 0.9 -0.1 -0.7
S -2.172 -3.162 -0.160 0.3 -1.0 0.1
S 1.134 1.773 3.347 0.0 0.2 0.0
S 0.819 -1.516 -2.195 1.2 -0.2 -0.2
S 3.581 -3.947 -1.436 0.3 0.2 0.0
O -3.219 1.877 0.981 -0.2 0.6 -0.3
O -3.203 0.564 2.895 -0.2 -0.3 0.8
O -1.220 0.959 1.733 0.9 0.8 0.5
O -2.850 -0.404 0.801 0.1 -1.2 -0.8
O -3.465 -3.616 0.283 0.1 -0.1 0.0
O -2.141 -2.158 -1.209 0.1 0.1 0.0
N -1.231 -2.613 1.020 -1.2 -1.9 -1.2
N -0.990 -1.669 3.104 0.2 0.0 -0.8
N 2.038 -7.018 -1.638 0.3 -0.3 0.0
N 1.679 -0.694 4.088 -0.3 0.1 0.1
N 0.179 1.498 -1.037 -0.4 0.2 -0.1
C 0.884 0.704 5.828 -0.1 -0.3 0.4
C 3.780 3.371 -0.006 0.1 0.2 -0.1
C 2.183 1.607 0.201 -0.2 -0.2 -0.1
C 2.942 4.003 -0.914 0.1 0.0 0.1
C 1.474 -1.586 6.259 0.0 -0.1 -0.1
C -0.761 -5.467 0.198 -0.1 -0.1 0.0
C 1.772 -1.726 4.935 0.1 -0.3 0.5
C -1.236 2.542 -4.445 0.1 0.1 -0.3
C -1.518 -1.750 4.354 -0.3 -0.1 0.3
C -1.604 -2.475 2.278 -0.8 -0.8 1.4
C 1.224 0.544 4.453 0.2 0.4 -0.2
C -1.882 0.882 -2.160 0.2 0.1 0.0
C -1.488 3.258 -1.592 0.0 -0.1 -0.1
C -2.528 3.672 -2.629 -0.1 0.3 0.1
C 0.954 -6.210 -1.325 -0.6 0.2 -0.1
C 1.299 2.188 -0.750 -0.1 0.0 -0.1
C 0.268 -6.334 -0.113 0.0 0.0 0.0
C 1.009 -0.327 6.707 0.1 -0.1 -0.2
C -0.551 -4.441 -1.962 -0.2 0.1 0.0
C 3.330 5.325 -1.525 0.0 -0.1 0.0
C -2.519 -2.636 4.520 -0.1 -0.3 -0.2
C 0.500 -5.278 -2.262 0.1 -0.2 0.1
C 3.385 2.166 0.569 0.0 -0.2 0.0
C 1.737 3.434 -1.273 -0.1 0.1 -0.1
C -3.602 2.590 -2.715 0.0 0.0 0.0
C -2.952 1.286 -3.172 -0.2 -0.2 0.0
C -0.168 2.106 -3.443 -0.1 0.0 0.1
C -1.165 -4.519 -0.724 -0.2 0.5 0.0
C -0.783 1.960 -2.034 0.3 0.0 0.2
C -1.869 3.860 -3.996 0.0 -0.1 0.0
C 4.230 1.513 1.623 0.0 0.0 0.0
C -2.314 1.468 -4.547 0.0 0.1 0.1
H 2.707 -6.516 -2.210 0.0 -0.1 0.1
H 0.650 2.824 -3.446 0.0 0.0 0.0
H 1.126 4.007 -1.953 -0.1 -0.1 -0.1
H -0.769 2.686 -5.430 0.0 0.0 0.0
H -3.081 -2.858 5.405 -0.1 0.0 0.2
H 0.509 1.669 6.129 0.0 0.1 0.0
H -4.393 2.888 -3.411 -0.1 0.0 0.0
H -2.990 4.619 -2.317 0.0 0.0 0.0
H 2.101 -2.659 4.502 0.0 0.0 -0.1
H 1.032 -5.163 -3.194 0.0 0.0 -0.1
H 1.845 0.698 0.708 0.6 0.3 0.0
H -1.106 4.642 -3.942 0.0 0.0 0.0
H -3.071 1.758 -5.284 -0.1 0.0 0.0
H 2.531 6.055 -1.395 0.0 0.1 0.0
H -0.879 -3.681 -2.652 0.1 0.0 -0.1
H 2.496 -7.396 -0.820 0.0 0.1 -0.1
H -1.125 -1.101 5.118 0.0 0.1 0.1
H -2.620 4.178 -4.727 0.0 0.0 -0.1
H -2.373 0.739 -1.193 0.0 0.0 -0.1
H -0.771 4.063 -1.436 0.0 0.0 0.0
H -1.241 -5.483 1.166 0.1 -0.1 0.2
H 3.737 1.624 2.589 0.0 -0.1 0.1
H -3.707 0.492 -3.218 0.0 0.0 0.0
H 1.556 -2.420 6.935 0.0 -0.1 0.0
H 1.810 -0.897 3.077 0.1 0.2 0.3
H 4.353 0.448 1.426 0.0 -0.1 0.0
H -1.977 3.073 -0.633 0.1 0.0 0.0
H -4.043 2.447 -1.727 -0.1 0.0 0.0
H 0.588 -7.071 0.610 0.1 0.0 0.1
H 4.725 3.820 0.268 0.1 0.0 0.1
H -1.869 0.527 -4.876 0.0 -0.1 0.0
H -1.433 -0.069 -2.476 0.0 0.2 0.1
H 3.512 5.214 -2.595 0.0 0.1 -0.1
H 0.746 -0.205 7.750 0.0 0.1 0.0
H 0.251 1.138 -3.729 0.0 0.0 0.0
H 4.233 5.719 -1.062 0.1 0.1 0.0
H 5.215 1.976 1.677 0.1 0.0 0.0
```
Forces are in eV/Å.

The calculation puts the energy above the lowest of the compared OMol25 structures with the same formula, charge and spin at 21.6 kcal per mole. The spin multiplicity is 2. The LUMO energy (spin up / spin down) comes out at 4.0714 / 2.8612 eV. As for the charge: -2.

Atomic partial charges in e from the Löwdin method, atoms 1 to 6: La 1.543; Sb 0.247; Cl 0.621; S 1.033; S -0.069; S 0.558

=====

Entry 3:
The following is a DFT calculation (the ωB97M-V functional and the def2-TZVPD basis) of a structure of composition C32H37F3O6SSbSc.

```
81
Properties=species:S:1:pos:R:3:forces:R:3
Sb -2.212 2.304 1.264 -0.2 0.2 0.3
Sc -0.092 0.250 0.411 0.3 0.0 -0.5
S 1.000 -1.134 2.495 0.3 0.2 0.1
F 1.294 -3.700 2.681 0.1 -0.1 0.0
F -0.707 -3.018 3.162 -0.1 0.0 0.0
F 0.903 -2.693 4.557 0.0 0.0 0.1
O 1.681 0.545 -0.878 0.0 -0.2 0.0
O 1.258 -1.346 1.046 0.0 0.0 -0.1
O 1.202 1.885 1.288 0.0 -0.2 0.1
O -0.712 1.236 -1.547 0.0 0.0 0.0
O 2.079 -0.609 3.251 0.0 0.0 0.0
O -0.253 -0.315 2.453 -0.3 0.1 0.3
C 2.847 1.043 -0.184 -0.1 0.1 0.1
C -3.186 4.454 -0.724 0.0 0.0 0.0
C -2.123 2.441 4.305 0.0 0.0 -0.1
C -4.877 0.887 0.688 0.0 0.2 0.1
C -2.072 3.978 -0.040 0.1 -0.1 0.1
C -1.259 5.072 4.544 0.0 0.0 0.0
C 0.587 -2.765 3.286 -0.1 0.0 0.0
C 2.395 2.268 0.564 0.0 0.0 -0.1
C -1.912 2.989 5.561 0.0 0.1 0.0
C -0.699 5.644 -1.124 0.0 0.0 0.0
C -6.481 2.721 2.019 0.0 0.0 0.0
C 1.245 2.336 2.680 -0.1 0.1 0.0
C -0.827 4.577 -0.244 -0.1 -0.1 0.0
C -3.055 5.520 -1.607 0.0 0.0 0.0
C 0.068 -3.851 -0.552 0.0 0.0 0.0
C -1.648 -1.684 -0.644 0.0 0.1 0.0
C -0.979 -3.752 0.350 0.0 -0.1 0.0
C -2.018 1.417 -2.141 -0.1 0.0 0.0
C -3.039 -2.608 1.255 0.1 -0.1 0.0
C -1.860 -2.672 0.324 -0.1 0.0 0.1
C -7.052 1.624 1.385 0.0 0.0 0.0
C -4.302 1.984 1.324 0.1 0.0 0.0
C -1.471 4.528 3.282 0.0 0.0 0.0
C 1.530 0.884 -2.268 -0.1 0.1 -0.1
C -1.475 4.305 5.680 0.0 -0.1 0.0
C 0.251 -2.881 -1.533 0.1 -0.1 0.0
C -5.106 2.906 1.991 0.0 -0.1 0.0
C -1.814 6.112 -1.809 0.0 0.0 0.0
C -0.618 -1.809 -1.590 -0.1 0.1 0.1
C -6.253 0.707 0.719 0.0 0.0 0.0
C -1.901 3.212 3.166 -0.1 -0.2 -0.2
C 0.327 1.784 -2.394 0.0 0.0 0.1
H -0.023 1.807 -3.426 0.0 0.0 0.0
H -1.318 5.141 2.402 0.0 0.0 0.0
H -4.160 4.002 -0.566 0.0 0.0 0.0
H 3.163 0.262 0.503 0.0 -0.1 0.0
H -4.253 0.173 0.168 0.0 -0.1 -0.1
H -0.557 -1.108 -2.410 0.0 0.0 0.0
H -1.312 4.731 6.662 0.0 0.0 0.0
H -4.663 3.759 2.494 0.0 0.0 0.0
H -1.717 6.947 -2.491 0.0 0.0 0.0
H -3.926 5.893 -2.131 0.0 0.0 0.0
H -2.773 -2.146 2.207 0.0 0.0 0.0
H -6.697 -0.148 0.225 0.0 0.0 0.0
H 1.281 3.423 2.693 0.0 0.0 0.0
H 0.731 -4.706 -0.513 0.0 0.0 0.0
H -7.107 3.435 2.539 0.0 0.0 0.0
H 0.341 1.997 3.172 0.0 0.0 -0.1
H -2.471 1.417 4.221 0.0 0.0 0.0
H -3.854 -2.034 0.824 -0.1 0.0 -0.1
H 1.391 -0.045 -2.816 0.0 -0.1 0.0
H 0.264 6.119 -1.265 0.0 0.0 0.0
H -2.126 0.737 -2.987 0.0 0.0 0.0
H -1.139 -4.546 1.069 0.0 0.0 0.0
H -3.408 -3.610 1.470 0.0 0.0 0.0
H 2.140 3.080 -0.119 0.0 0.1 0.0
H 2.424 1.381 -2.638 0.0 0.0 0.0
H -2.775 1.199 -1.390 0.0 0.0 0.0
H 3.158 2.609 1.260 0.0 0.0 0.0
H 3.646 1.260 -0.889 0.0 0.0 0.0
H 1.039 -2.991 -2.266 0.0 0.0 0.0
H -2.410 -0.918 -0.773 0.0 0.0 0.0
H -2.092 2.394 6.447 0.0 0.0 0.0
H 2.113 1.905 3.169 0.1 0.0 0.0
H -0.935 6.101 4.636 0.0 0.0 0.0
H -8.125 1.485 1.412 0.0 0.0 0.0
H 0.044 4.222 0.301 0.0 0.0 0.0
H 0.527 2.804 -2.059 0.0 0.0 0.0
H -2.132 2.451 -2.462 0.0 0.0 0.0
```
Forces are in eV/Å.

The calculation puts the energy above the lowest of the compared OMol25 structures with the same formula, charge and spin at 4.2 kcal per mole. The spin multiplicity is 1. The LUMO energy comes out at -6.2835 eV. As for the charge: +2.

Atomic partial charges in e from the Löwdin method, atoms 1 to 6: Sb 1.601; Sc 1.045; S 0.632; F 0.187; F 0.162; F 0.203

=====

Entry 4:
The following is a DFT calculation (the ωB97M-V functional and the def2-TZVPD basis) of a cluster of 2 separate species, C32H37N4 in total at a distorted geometry.

```
73
Properties=species:S:1:pos:R:3:forces:R:3
N 5.430 -1.084 -1.313 -2.0 0.7 -0.4
N -3.703 2.166 -1.547 -1.2 -2.4 -0.1
N -3.919 0.843 -1.576 0.9 2.3 0.3
N -2.388 2.300 -1.584 0.2 -1.1 0.2
C -6.179 1.071 -2.424 -0.3 -0.1 -0.3
C 5.020 -1.142 2.226 0.3 -0.2 0.5
C 4.769 -1.041 0.864 0.6 -0.3 -0.4
C 6.235 -1.683 2.683 -0.3 0.2 -0.3
C -5.778 0.852 0.021 0.0 -0.1 0.3
C -2.687 -3.539 -0.733 0.0 0.0 -0.2
C -2.612 -2.154 -0.604 -0.1 0.4 -0.6
C 5.816 -1.415 -0.012 -0.2 0.3 0.6
C -0.325 0.972 -1.397 -0.9 0.1 -0.1
C 7.232 -2.083 1.785 -0.3 0.0 -0.5
C 1.015 -0.294 4.407 0.0 0.1 -0.3
C 3.674 -0.516 0.019 -0.6 0.0 0.6
C 1.514 -1.428 3.756 0.2 0.0 -0.4
C 0.667 -0.363 5.860 -0.2 0.1 0.2
C -2.894 -4.119 -1.988 0.0 0.2 0.0
C 4.175 -0.562 -1.308 1.5 -0.5 0.2
C -1.709 1.091 -1.541 0.9 0.3 0.1
C -2.995 -1.925 -2.992 0.2 0.3 0.6
C -2.755 0.140 -1.614 -0.7 0.2 0.2
C 1.964 -1.355 2.445 0.1 0.3 -0.1
C 7.034 -1.937 0.403 0.0 0.0 0.4
C 2.417 -0.016 0.384 1.4 -0.1 -0.3
C 0.854 0.892 3.675 0.1 -0.1 0.0
C 1.235 0.960 2.343 0.2 -0.1 -0.6
C -3.050 -3.309 -3.119 0.0 -0.1 0.3
C -2.987 4.550 -1.930 0.0 0.7 -0.2
C -1.854 3.653 -1.471 -0.3 -0.2 -0.2
C -1.395 3.922 -0.053 0.1 0.2 0.3
C -5.326 0.409 -1.361 0.3 0.4 -0.3
C -2.765 -1.320 -1.733 0.0 -1.3 -0.1
C 1.877 -0.141 1.708 -0.7 -0.1 1.1
C 6.275 -1.221 -2.486 0.2 0.0 -0.7
H 7.239 -1.640 -2.185 -0.3 0.1 -0.2
H 8.167 -2.501 2.154 -0.2 0.1 -0.1
H -7.231 0.807 -2.265 0.2 0.1 -0.1
H -2.720 5.604 -1.828 0.1 -0.1 0.0
H -2.445 -1.680 0.363 0.0 -0.2 -0.1
H 3.681 -0.249 -2.219 0.1 0.0 0.0
H -5.674 1.940 0.116 0.0 -0.3 0.0
H 1.872 0.575 -0.352 -0.1 -0.1 0.1
H -0.071 -1.147 6.059 0.1 0.1 -0.1
H 0.261 0.590 6.206 0.0 -0.1 0.0
H -5.326 -0.679 -1.455 0.0 0.1 0.0
H -3.891 4.344 -1.349 0.3 0.3 -0.1
H -3.217 4.350 -2.980 0.0 0.1 0.1
H 1.552 -0.596 6.464 -0.1 0.0 -0.1
H 6.406 -1.794 3.755 -0.1 0.1 -0.3
H 2.401 -2.234 1.970 -0.2 0.2 0.1
H 0.084 -0.029 -1.422 0.2 0.1 -0.2
H -3.117 -1.277 -3.860 0.0 -0.2 0.1
H -5.187 0.368 0.805 -0.1 0.1 -0.1
H 1.109 1.885 1.770 0.0 -0.3 0.3
H 4.276 -0.795 2.937 0.2 -0.2 0.0
H -6.075 2.161 -2.362 -0.1 -0.3 0.0
H 5.807 -1.884 -3.226 0.1 0.1 0.3
H 6.444 -0.243 -2.960 0.0 -0.3 0.3
H 0.258 1.878 -1.538 0.2 -0.4 0.0
H -0.647 3.188 0.259 -0.1 0.0 0.0
H 1.575 -2.369 4.305 0.0 0.2 -0.2
H 0.432 1.769 4.176 0.1 -0.3 -0.3
H -5.886 0.744 -3.425 -0.1 0.1 0.1
H -0.954 4.922 0.014 -0.1 -0.1 0.0
H -6.832 0.588 0.165 0.2 0.0 0.0
H -2.579 -4.169 0.150 0.0 0.1 -0.2
H -2.251 3.879 0.630 0.1 0.0 -0.1
H -3.212 -3.758 -4.099 0.0 0.1 0.3
H 7.791 -2.216 -0.326 0.0 0.0 0.3
H -0.999 3.696 -2.149 0.0 0.1 -0.1
H -2.925 -5.203 -2.089 0.0 0.3 0.0
```
Forces are in eV/Å.

The calculation puts the energy above the lowest of the compared OMol25 structures with the same formula, charge and spin at 55.5 kcal per mole. The spin multiplicity is 1. The LUMO energy comes out at -4.5218 eV. As for the charge: +1.

Atomic partial charges in e from the Löwdin method, atoms 1 to 6: N -0.053; N 0.117; N -0.014; N -0.049; C -0.052; C -0.007